ORCA calculation (ωB97M-V/def2-TZVPD) on a molecular structure, C20H42N4O6S2Se2Zr at a distorted geometry.

The net charge is +2. The total energy comes out at -7103.80317 a.u. As for the HOMO energy: -13.13 eV. The calculation puts the maximum force at 1.421 eV/A. Its energy above the lowest of the compared OMol25 structures with the same formula, charge and spin is 0.0 kJ/mol.

CARTESIAN COORDINATES (ANGSTROEM)
1 Zr -0.09 0.03 0.08
2 O -0.57 2.14 -0.42
3 C -1.25 2.31 -1.70
4 C -0.38 1.57 -2.68
5 N -0.27 0.12 -2.33
6 C -1.50 -0.62 -2.75
7 C -2.32 -1.11 -1.56
8 O -3.17 -1.94 -1.63
9 O -1.98 -0.48 -0.42
10 C 0.99 -0.44 -2.89
11 C 2.14 -0.47 -1.89
12 O 3.26 -0.72 -2.21
13 O 1.75 -0.27 -0.62
14 H -1.03 2.65 0.27
15 H -1.29 3.36 -1.96
16 H -2.26 1.90 -1.62
17 H 0.62 2.01 -2.64
18 H -0.78 1.70 -3.69
19 H -1.23 -1.49 -3.36
20 H -2.13 0.02 -3.36
21 H 1.34 0.12 -3.77
22 H 0.83 -1.47 -3.21
23 C 1.75 -3.75 -0.48
24 Se 0.05 -2.84 -0.64
25 C -1.13 -3.75 0.56
26 C -0.98 -3.38 2.03
27 Se -0.44 -1.55 2.46
28 C 1.46 -1.90 2.75
29 H 1.65 -4.71 -0.98
30 H 2.03 -3.87 0.56
31 H 2.49 -3.14 -0.99
32 H -0.97 -4.82 0.42
33 H -2.12 -3.52 0.18
34 H -0.24 -4.01 2.53
35 H -1.93 -3.53 2.55
36 H 1.55 -2.90 3.18
37 H 1.82 -1.18 3.48
38 H 2.04 -1.82 1.83
39 C -5.63 0.33 3.92
40 N -4.40 1.01 3.51
41 C -3.61 0.62 2.53
42 N -3.93 -0.48 1.83
43 S -2.17 1.48 2.15
44 H -5.95 0.77 4.86
45 H -5.45 -0.73 4.08
46 H -6.41 0.47 3.18
47 H -4.11 1.84 4.00
48 H -4.85 -0.89 1.93
49 H -3.44 -0.64 0.96
50 C 3.56 4.76 -0.90
51 S 2.64 3.28 -1.36
52 C 3.69 2.68 -2.70
53 H 3.61 5.45 -1.73
54 H 4.57 4.51 -0.57
55 H 3.03 5.24 -0.08
56 H 4.53 2.10 -2.33
57 H 4.06 3.52 -3.29
58 H 3.10 2.05 -3.36
59 O 0.85 1.01 1.70
60 C 1.51 1.62 2.59
61 C 3.01 1.58 2.56
62 C 3.65 2.97 2.41
63 C 3.69 3.80 3.69
64 C 2.31 4.19 4.23
65 C 1.47 3.00 4.66
66 N 0.86 2.26 3.53
67 H 3.28 0.94 1.73
68 H 3.36 1.11 3.49
69 H 3.14 3.51 1.62
70 H 4.67 2.81 2.06
71 H 4.27 4.70 3.51
72 H 4.22 3.24 4.47
73 H 1.76 4.77 3.48
74 H 2.43 4.84 5.10
75 H 0.64 3.31 5.28
76 H 2.07 2.29 5.24
77 H -0.15 2.20 3.49

These are the Löwdin partial charges, in e, on atoms 1 to 8: 1.59 -0.23 -0.14 -0.14 -0.21 -0.06 -0.62 0.14